63
Properties=species:S:1:pos:R:3:forces:R:3 method="wB97M-V/def2-TZVPD" charge=0 spin_multiplicity=2 s_squared=0.75 de_lowest_kj_mol=91.63 gap_ev="2.21 / 9.17"
C 0.642244 0.195769 0.091065 0.3 0.5 -0.2
C -0.539077 0.778061 -0.705461 -0.1 0.3 -0.1
C -1.814122 0.826567 0.157444 -0.2 1.2 -1.1
C -1.686710 1.852587 1.249945 0.4 0.6 0.1
C -1.616036 3.155352 0.968106 0.2 -0.3 2.9
C -1.605936 1.311592 2.641460 -0.1 0.9 0.7
N -0.797023 -0.103649 -1.905672 0.9 0.3 -0.1
H 1.540969 0.067217 -0.535916 -0.3 0.2 0.2
H 0.423647 -0.774452 0.536764 -0.3 0.2 -0.2
H 0.903021 0.873543 0.919620 -0.2 -0.3 -0.6
H -0.322547 1.817233 -1.101779 -0.1 -1.3 0.5
H -2.013727 -0.137145 0.567283 -0.1 -0.7 0.2
H -2.692330 1.117951 -0.468795 0.6 -0.4 0.3
H -1.660033 3.536110 0.014947 -0.2 0.6 -2.3
H -1.503314 3.927868 1.760759 -0.1 -0.8 -0.5
H -0.736965 0.680736 2.786778 0.2 -0.2 -0.1
H 2.380099 2.418014 0.087354 0.5 -0.1 0.4
H -2.476384 0.697949 2.843982 -0.2 -0.2 0.1
H -1.693513 0.119689 -2.337331 -0.2 0.1 0.0
H -0.795950 -1.102823 -1.634081 -0.4 -0.3 0.3
H -0.055004 0.030109 -2.627144 -0.5 0.2 0.4
H -2.232023 -1.998177 1.847641 -1.2 0.7 0.5
H -0.671314 -2.024775 2.088936 -0.3 0.2 0.2
O -1.421000 -2.397117 1.585362 1.4 -0.9 -0.5
H 4.338412 -2.628384 0.020669 -0.1 0.2 0.0
H 2.836146 -2.391548 -0.044299 -1.3 -0.8 0.1
O 3.665502 -1.943922 -0.094247 1.9 0.7 0.1
H -5.057517 -1.237918 1.554783 0.9 0.8 -0.4
H -4.328142 0.123980 1.483215 -0.8 4.3 1.3
O -4.250463 -0.732120 1.223899 -0.2 -5.3 -0.7
H -3.930384 -1.082307 -0.433793 -0.1 0.2 0.0
H -4.412699 -1.501936 -1.853785 1.0 0.5 0.7
O -3.609844 -1.178505 -1.360131 -1.2 -0.6 -1.0
H 2.163947 1.490871 2.275677 0.0 0.7 -1.0
H 3.526926 1.979457 1.041792 2.4 -1.5 -0.3
O 2.732072 2.445168 1.005147 -2.8 1.9 0.0
H 1.986230 -0.317780 -3.109619 -0.3 0.4 -0.5
H 1.683826 0.656936 -4.397024 -0.3 -0.4 1.5
O 1.460870 0.495400 -3.440934 0.6 -0.1 -1.2
H 4.190138 -0.294315 0.971085 0.0 0.5 0.9
H 3.782634 0.352592 2.346553 -1.0 -0.5 0.9
O 4.385863 0.415779 1.628214 1.5 -0.5 -1.9
H 1.014119 -1.910742 3.596815 0.6 -1.4 2.0
H 1.208872 -0.630222 2.884482 0.5 1.3 -0.1
O 0.759100 -1.466675 2.831822 -1.0 -0.2 -1.8
H 2.279084 3.275760 -2.073403 -0.3 -2.2 0.9
H 1.867812 1.705450 -2.313360 0.5 1.1 0.6
O 2.183116 2.372161 -1.624400 -0.2 1.4 -1.7
H 3.284888 -1.530197 -1.895208 -0.6 -0.2 -0.4
H 1.860167 -2.103401 -1.974286 0.2 0.1 -0.1
O 2.538459 -1.671127 -2.526983 0.5 0.3 0.1
H 0.615838 -2.749288 0.158402 0.2 -0.1 -0.5
H 0.875694 -3.752848 -0.948149 -0.8 -1.4 -0.7
O 1.223474 -2.970949 -0.571647 0.5 1.1 1.4
H -2.327043 -2.407189 -1.254307 0.1 0.0 0.0
H -1.359422 -2.625336 -0.061984 -0.3 0.0 -0.9
O -1.392367 -2.645742 -1.065519 0.1 -0.2 0.6
H 2.130368 1.402722 3.761871 -0.1 0.8 1.6
H -1.567387 2.107099 3.419538 0.0 -0.4 -0.6
O 2.102098 0.857123 3.005910 -0.2 -1.2 -0.2
H -2.192823 1.808471 -4.268030 0.8 1.0 -3.4
H -3.398776 1.854133 -3.301652 2.3 -0.8 -0.3
O -2.425761 1.561141 -3.428376 -3.2 -0.2 3.7

37
Properties=species:S:1:pos:R:3:forces:R:3 method="wB97M-V/def2-TZVPD" charge=0 smiles="O=C(CNCc1ccc(Cl)cc1)Nc1cccc(C(=O)O)c1" de_lowest_kj_mol=0.00 gap_ev=9.18
O 0.747099 2.909747 -1.506775 0.1 0.2 -0.2
C 0.283553 2.151469 -0.685877 -0.3 -0.1 0.2
C -1.101444 2.351414 -0.069519 0.0 0.2 -0.1
N -1.175707 1.771549 1.261089 0.0 0.2 0.2
C -2.536776 1.497152 1.706364 -0.1 0.0 0.0
C -3.103803 0.345091 0.918093 -0.1 0.1 0.0
C -4.290399 0.464773 0.208679 0.1 0.0 0.1
C -4.789281 -0.598442 -0.523729 0.0 -0.2 -0.1
C -4.086882 -1.791621 -0.553017 0.0 0.2 0.1
Cl -4.700944 -3.122842 -1.469102 -0.1 -0.1 -0.1
C -2.896956 -1.930347 0.145220 0.0 0.0 0.0
C -2.415497 -0.862403 0.877342 -0.1 0.0 0.0
N 0.870554 1.022477 -0.214091 -0.2 -0.3 0.3
C 2.106544 0.464897 -0.526664 0.4 -0.1 -0.2
C 2.982070 1.036601 -1.449658 -0.1 0.1 -0.1
C 4.198001 0.431208 -1.715387 0.0 -0.1 0.1
C 4.564900 -0.740480 -1.079139 0.0 -0.1 0.1
C 3.692891 -1.315891 -0.157859 -0.1 0.4 -0.2
C 4.022554 -2.567883 0.555970 -0.2 -0.4 0.4
O 3.303746 -3.106350 1.362503 0.0 0.1 -0.1
O 5.220894 -3.073920 0.226507 0.4 0.0 -0.3
C 2.470267 -0.713624 0.115413 0.2 -0.1 -0.1
H -1.350146 3.421370 -0.109970 0.1 -0.2 0.0
H -1.811183 1.819835 -0.713124 0.0 0.1 0.0
H -0.708419 2.380544 1.925698 0.0 -0.1 -0.1
H -3.197241 2.373825 1.613721 0.0 -0.1 0.0
H -2.485789 1.219778 2.763605 0.0 0.1 -0.1
H -4.836367 1.396921 0.227286 0.0 0.1 0.0
H -5.713506 -0.501407 -1.071146 -0.1 0.0 -0.1
H -2.359071 -2.864744 0.116706 0.0 -0.1 0.0
H -1.494818 -0.964426 1.431525 0.1 0.0 0.1
H 0.321425 0.545585 0.495865 0.1 0.2 -0.1
H 2.700396 1.949148 -1.948537 0.0 0.0 0.0
H 4.867113 0.884571 -2.430969 0.0 0.0 -0.1
H 5.511911 -1.212046 -1.285792 0.1 0.0 0.0
H 5.377654 -3.891152 0.724545 -0.3 0.2 0.0
H 1.812653 -1.180374 0.834226 -0.1 -0.1 0.1